(1)
C11H24BClN6O5P3 | ωB97M-V/def2-TZVPD

The geometry in XYZ format:
```
51
Properties=species:S:1:pos:R:3:mulliken_charge:R:1
C 0.74421 -0.97700 3.07931 -1.293
C 0.64115 0.00314 1.84174 -0.045
B 1.01129 1.53683 2.20602 0.374
O 0.98171 1.98146 3.53977 -0.528
N 1.33780 2.45138 1.01401 0.034
Cl 0.29642 2.28240 -0.34709 0.027
C 2.34592 3.28917 0.96165 -0.073
N 3.18115 3.32853 2.13839 -0.334
P 4.77549 4.03401 1.82446 0.409
N 4.69724 5.61441 2.12437 -0.644
N 2.70937 4.15842 -0.12929 0.460
P 3.31555 3.32550 -1.55643 0.378
O 4.31929 2.22605 -1.24891 -0.615
P 1.56969 5.43846 -0.45603 0.708
O 2.17215 6.77948 -0.75153 -0.610
O 0.54825 5.51653 0.86748 -0.496
O 0.64508 4.99806 -1.79762 -0.467
H 0.23439 -1.93932 2.79057 0.360
H 0.14115 -0.54017 3.92572 0.328
H 1.80171 -1.14225 3.39978 0.336
H 1.19958 -0.32868 0.92704 0.352
H -0.45694 0.03191 1.55247 0.047
H 1.74065 1.60431 4.02136 0.377
H 2.68699 3.82782 2.89321 0.393
H 5.71541 3.37787 2.69823 0.158
H 5.22449 3.81851 0.48917 0.129
H 3.72081 5.79756 2.38931 0.218
H 3.92743 4.31522 -2.39789 0.194
H 2.22584 2.72189 -2.27080 0.114
H -0.25340 4.99240 0.68599 0.359
H 0.46940 5.79059 -2.33536 0.334
N -3.07054 -1.27378 0.48638 0.059
C -3.70258 -2.48421 0.57916 -0.934
C -3.02556 -3.37646 -0.21324 -0.058
C -1.94000 -2.68032 -0.80267 -0.300
C -1.99086 -1.38579 -0.35060 -0.671
H -3.35487 -0.43443 0.95923 0.213
H -4.57732 -2.60526 1.19736 0.414
H -3.28134 -4.41498 -0.35279 0.343
H -1.20336 -3.08280 -1.48128 0.461
H -1.35594 -0.53801 -0.55144 0.476
N -3.51678 -5.47225 -3.03995 0.055
C -2.83930 -6.40637 -2.30139 -0.205
C -3.23031 -7.64949 -2.73039 -0.664
C -4.17465 -7.45950 -3.76998 -0.387
C -4.32914 -6.10690 -3.94061 -0.536
H -3.43046 -4.47624 -2.93683 0.202
H -2.14100 -6.10640 -1.53631 0.384
H -2.87591 -8.59085 -2.34090 0.401
H -4.68369 -8.22732 -4.33088 0.391
H -4.94569 -5.54312 -4.62198 0.372
```

Computed properties:
2S+1: 1
Frontier orbital gap (Eh): 0.140
E_LUMO (eV): -5.76
E_HOMO (eV): -9.58
Charge: +1
E_tot (eV): -72033.2504
Strongest force on any atom (eV/A): 5.10

---

(2)
C25H26Cl4IrN6O2 | ωB97M-V/def2-TZVPD

The geometry in XYZ format:
```
64
Properties=species:S:1:pos:R:3:mulliken_spin:R:1
Ir 0.50199 0.98826 0.35852 -0.021
Cl -3.10445 -4.51059 2.90035 0.038
C -2.69935 -2.95109 2.35817 0.121
C -1.40810 -2.66961 1.98871 -0.054
C -1.04978 -1.38002 1.56831 0.185
N 0.20121 -0.97070 1.28281 0.168
C 1.32815 -1.76222 1.37797 -0.025
O 1.36264 -2.96373 1.27117 0.055
C 2.54175 -0.94366 1.67497 -0.010
C 3.66424 -1.53766 2.22457 -0.002
C 4.73758 -0.72981 2.57102 0.001
C 4.64344 0.63615 2.35665 0.002
C 3.47879 1.14886 1.80564 0.003
N 2.45381 0.36904 1.46815 -0.020
C -2.05658 -0.35554 1.49443 0.224
C -3.37377 -0.66746 1.85818 -0.056
C -3.70205 -1.93031 2.28998 0.118
Cl -5.29796 -2.27136 2.75704 0.038
N -1.59742 0.85035 1.09711 0.173
C -2.37300 1.98907 1.04598 -0.026
O -3.57696 2.04080 1.02200 0.058
C -1.53364 3.22131 1.08218 -0.019
C -2.13652 4.45396 1.25521 0.002
C -1.33031 5.57447 1.38968 -0.004
C 0.04604 5.41482 1.34434 0.004
C 0.56669 4.14900 1.14089 -0.006
N -0.20987 3.07181 1.00907 0.023
H -0.65789 -3.44160 2.04363 -0.002
H 3.66475 -2.60797 2.37619 0.000
H 5.62960 -1.16129 3.00420 0.000
H 5.45143 1.30335 2.62028 -0.001
H 3.37634 2.21288 1.63836 -0.001
H -4.13511 0.09109 1.79178 -0.004
H -3.21532 4.51349 1.28011 0.001
H -1.76758 6.55313 1.53287 0.000
H 0.71310 6.25628 1.46474 0.000
H 1.63516 3.99547 1.08139 -0.001
Cl 2.71011 2.50401 -0.92710 0.016
C 1.91487 3.36144 -2.27319 -0.001
Cl 0.16711 3.06879 -2.26190 -0.001
H 2.32808 2.99419 -3.20525 0.000
H 2.09685 4.42265 -2.14943 0.001
C -1.98691 -0.21195 -2.89983 0.002
C -1.70454 -1.02707 -1.63947 -0.029
N -0.54975 -1.92006 -1.77201 -0.001
C -0.83154 -3.32846 -2.07553 -0.003
C -1.11063 -3.58207 -3.55600 0.000
C 0.68327 -1.44696 -1.72445 -0.002
C 1.82381 -2.36078 -2.07127 0.000
N 0.95427 -0.18547 -1.38717 0.004
H -2.88532 0.38362 -2.73596 0.000
H -2.15818 -0.84275 -3.76911 0.000
H -1.15564 0.45713 -3.11243 0.000
H -2.57172 -1.63279 -1.38135 0.002
H -1.51043 -0.33608 -0.82623 0.044
H -1.70567 -3.62142 -1.49465 0.001
H 0.00238 -3.94092 -1.74278 0.000
H -2.01980 -3.07817 -3.87851 0.000
H -1.24973 -4.65053 -3.71456 0.000
H -0.28484 -3.25001 -4.18514 0.000
H 1.94452 -3.11819 -1.29389 -0.001
H 2.75607 -1.80462 -2.13716 0.000
H 1.65428 -2.86833 -3.01940 0.000
H 1.91799 0.03583 -1.59288 0.002
```

Computed properties:
2S+1: 2
Frontier orbital gap (alpha / beta) (Eh): 0.224 / 0.227
E_LUMO (alpha / beta) (eV): -7.51 / -8.17
E_HOMO (alpha / beta) (eV): -13.59 / -14.36
Charge: +2
E_tot (eV): -92296.3382
Strongest force on any atom (eV/A): 5.06
Relative energy (zero: lowest compared OMol25 entry of this formula, charge and spin) (kJ/mol): 281.1